[1]
{
  "formula": "C27H21BBrF4N5O2Ti",
  "method": "ωB97M-V/def2-TZVPD",
  "species": ["Ti", "N", "C", "N", "C", "N", "N", "C", "C", "C", "C", "C", "C", "N", "C", "C", "C", "C", "C", "C", "H", "H", "H", "H", "H", "H", "H", "H", "H", "H", "H", "C", "C", "C", "C", "C", "C", "H", "H", "H", "H", "H", "H", "F", "B", "F", "F", "F", "Br", "C", "C", "C", "C", "C", "C", "C", "O", "O", "H", "H", "H", "H"],
  "coordinates": [[0.42164, 1.02288, -0.33720], [-1.81528, -3.88448, 0.90860], [-0.97756, -2.93044, 1.30246], [-0.24568, -2.20450, 0.49876], [-0.35175, -2.41792, -0.84487], [0.37889, -1.75252, -1.70755], [1.14565, -0.71461, -1.21115], [2.32338, -0.59029, -1.70303], [3.15986, 0.50235, -1.20126], [4.46872, 0.67619, -1.55245], [5.20379, 1.66917, -0.89906], [4.59868, 2.42449, 0.08549], [3.26104, 2.21106, 0.36580], [2.55046, 1.28489, -0.28124], [-1.24496, -3.44860, -1.36331], [-1.36728, -3.75269, -2.72907], [-2.18538, -4.77850, -3.13615], [-2.90302, -5.52269, -2.18881], [-2.80189, -5.23830, -0.84822], [-1.96732, -4.19845, -0.44226], [-2.33778, -4.40146, 1.59418], [-0.90798, -2.76025, 2.37179], [2.69579, -1.33350, -2.39632], [4.91395, 0.04364, -2.31007], [6.24182, 1.83681, -1.15620], [5.14907, 3.17648, 0.63941], [2.74143, 2.78717, 1.11618], [-0.79157, -3.17956, -3.44374], [-2.27293, -5.02089, -4.18892], [-3.54246, -6.33580, -2.51542], [-3.35532, -5.81583, -0.11225], [-0.69186, 1.11718, -2.82876], [-2.05410, 0.98698, -2.63460], [-2.75168, 1.96779, -1.93793], [-2.09348, 3.08451, -1.42978], [-0.73004, 3.23044, -1.62068], [-0.00387, 2.23554, -2.30408], [-0.17233, 0.41873, -3.46287], [-2.57844, 0.13830, -3.05496], [-3.82140, 1.87302, -1.80635], [-2.65020, 3.86554, -0.92906], [-0.22943, 4.13496, -1.31493], [1.00071, 2.44772, -2.63416], [0.46046, 2.37918, 0.77633], [0.21634, 4.40429, 1.85744], [1.08588, 4.97114, 1.00176], [-1.08931, 4.42837, 1.57819], [0.65577, 3.95760, 3.03027], [-1.20371, 1.33580, 6.52358], [-0.51873, 0.84381, 4.85128], [0.82839, 0.55279, 4.71935], [1.34257, 0.19484, 3.47667], [0.50804, 0.12995, 2.38114], [-0.85302, 0.43743, 2.52038], [-1.36663, 0.78280, 3.76008], [-1.79021, 0.45737, 1.36550], [-2.96671, 0.54332, 1.40018], [-1.10181, 0.39639, 0.14158], [1.47736, 0.59863, 5.58645], [2.39358, -0.05803, 3.38219], [0.93176, -0.22800, 1.43621], [-2.41990, 1.01775, 3.85543]],
  "atomic_forces_ev_per_a": [[-0.25, 0.85, -0.91], [0.06, 0.03, -0.25], [0.12, 0.09, -0.20], [-0.08, -0.18, 0.14], [0.07, 0.01, 0.01], [-0.02, 0.37, -0.24], [0.04, -0.92, -0.09], [0.26, -0.02, 0.15], [-0.33, -0.15, 0.10], [0.51, 0.06, -0.15], [0.06, -0.08, -0.13], [0.26, 0.12, 0.07], [-0.24, -0.05, -0.08], [0.21, -0.17, 0.08], [0.25, 0.13, -0.12], [0.07, 0.06, 0.01], [-0.02, 0.00, -0.04], [-0.07, -0.08, -0.11], [-0.13, -0.08, 0.17], [-0.07, -0.06, 0.25], [-0.10, -0.12, 0.16], [0.00, 0.00, 0.00], [0.08, 0.00, -0.14], [0.04, 0.05, 0.05], [-0.02, -0.04, 0.01], [-0.07, -0.07, -0.09], [-0.08, 0.06, 0.02], [-0.03, -0.03, 0.02], [0.01, 0.02, 0.10], [0.07, 0.09, 0.03], [0.08, 0.08, -0.10], [0.13, 0.24, -0.19], [-0.21, -0.01, -0.02], [-0.01, 0.05, -0.02], [-0.18, -0.03, -0.04], [0.06, -0.06, -0.15], [-0.48, -0.11, -0.15], [0.14, -0.22, 0.03], [0.01, 0.03, 0.03], [0.00, 0.00, 0.01], [0.01, -0.04, 0.04], [0.10, 0.06, 0.22], [0.37, -0.01, 0.02], [0.29, 0.72, 0.48], [-0.01, 0.58, 0.11], [-0.61, -0.52, 0.51], [0.83, -0.11, 0.11], [-0.26, 0.09, -0.72], [-0.04, 0.02, 0.08], [0.03, 0.03, 0.17], [0.21, -0.05, 0.01], [0.18, -0.04, 0.10], [-0.37, 0.16, -0.01], [0.21, -0.17, -0.18], [-0.21, 0.03, -0.11], [0.42, -0.14, 0.55], [-0.23, -0.02, -0.31], [-0.88, -0.26, 0.58], [-0.06, 0.00, -0.08], [-0.10, 0.05, 0.02], [-0.07, -0.25, 0.19], [0.06, 0.00, 0.01]],
  "lowdin_charge": [1.18, 0.15, -0.10, 0.14, -0.27, 0.09, -0.10, 0.00, -0.24, 0.04, 0.02, 0.01, -0.04, 0.01, -0.08, 0.00, -0.04, -0.03, 0.01, -0.16, 0.17, 0.15, 0.16, 0.14, 0.14, 0.14, 0.12, 0.11, 0.12, 0.13, 0.13, -0.09, -0.03, -0.01, -0.01, -0.06, -0.17, 0.12, 0.13, 0.14, 0.14, 0.13, 0.13, -0.26, -0.86, 0.23, 0.25, 0.26, 0.85, -0.67, -0.08, -0.03, -0.08, -0.15, -0.03, -0.43, 0.21, -0.15, 0.12, 0.12, 0.07, 0.13],
  "e_tot_ev": -144583.281,
  "charge": 2,
  "multiplicity": 1,
  "gap_ev": 6.25
}

[2]
{
  "formula": "C27H21CaFN4O5",
  "method": "ωB97M-V/def2-TZVPD",
  "species": ["Ca", "O", "C", "C", "C", "C", "C", "C", "C", "O", "N", "N", "C", "C", "C", "C", "C", "C", "N", "H", "H", "H", "H", "H", "H", "H", "H", "H", "H", "C", "C", "C", "C", "C", "C", "C", "F", "C", "C", "C", "O", "C", "C", "N", "C", "C", "O", "O", "H", "H", "H", "H", "H", "H", "H", "H", "H", "H", "H"],
  "coordinates": [[-0.72696, -1.37355, 1.33086], [-5.86939, -2.92001, 0.43160], [-5.28953, -2.97044, -0.77627], [-6.10355, -3.22684, -1.88102], [-5.56997, -3.26265, -3.15277], [-4.21052, -3.03878, -3.35776], [-3.39676, -2.79503, -2.27114], [-3.91231, -2.76679, -0.97311], [-2.97314, -2.51254, 0.14250], [-1.72674, -2.52800, -0.06831], [-3.53869, -2.24076, 1.34163], [-2.58816, -1.93717, 2.23725], [-2.80357, -1.43046, 3.38844], [-1.60301, -1.06944, 4.14850], [-1.65731, -0.31418, 5.31530], [-0.48020, 0.02353, 5.95692], [0.72600, -0.41070, 5.43176], [0.69645, -1.15019, 4.26169], [-0.42707, -1.47362, 3.63269], [-5.19599, -2.57073, 1.06497], [-7.16117, -3.38163, -1.71083], [-6.21778, -3.45508, -3.99895], [-3.79480, -3.06521, -4.35646], [-2.33654, -2.62068, -2.39139], [-3.79417, -1.20657, 3.78062], [-2.61599, 0.02057, 5.68912], [-0.50284, 0.62481, 6.85628], [1.66810, -0.16610, 5.90097], [1.61351, -1.49614, 3.79681], [1.19150, 4.38097, -2.13954], [2.52529, 3.73716, -1.75396], [3.36484, 3.52819, -3.00674], [4.65922, 2.80611, -2.66816], [4.32258, 1.47470, -2.05983], [5.12497, 0.37720, -2.26003], [4.80300, -0.84265, -1.66945], [5.62120, -1.88785, -1.87889], [3.69389, -0.98866, -0.89116], [2.85249, 0.11304, -0.68417], [1.66409, -0.05193, 0.14370], [1.31924, -1.16526, 0.60509], [0.94112, 1.15614, 0.40199], [1.29448, 2.32016, -0.18834], [2.32872, 2.44350, -1.05735], [3.15652, 1.35535, -1.27336], [-0.29477, 0.98334, 1.27791], [-0.23103, 1.23325, 2.47961], [-1.26421, 0.44270, 0.66172], [1.37831, 5.16490, -2.87232], [0.67965, 4.84305, -1.29721], [0.52877, 3.63951, -2.58783], [3.06356, 4.40346, -1.07149], [3.56469, 4.49974, -3.45708], [2.79036, 2.93037, -3.71999], [5.23883, 3.40328, -1.95686], [5.27968, 2.67045, -3.55389], [6.01381, 0.45565, -2.87305], [3.44362, -1.93463, -0.43115], [0.73768, 3.22318, 0.01191]],
  "atomic_forces_ev_per_a": [[2.42, -2.15, 0.52], [-0.25, 0.02, -0.12], [0.05, 0.12, -0.01], [-0.09, -0.04, -0.02], [0.02, 0.02, 0.04], [0.09, -0.02, -0.07], [-0.08, -0.08, 0.04], [0.06, -0.02, 0.06], [-0.27, -0.15, 0.06], [-1.22, -1.03, -1.17], [-0.40, 0.04, -0.19], [-1.53, -0.65, 1.09], [-0.38, -0.11, -0.29], [0.38, 0.01, 0.46], [-0.20, -0.08, -0.13], [0.07, -0.03, -0.01], [-0.03, 0.02, 0.01], [-0.02, 0.01, 0.08], [0.06, -0.05, 1.04], [0.15, -0.11, 0.10], [0.02, 0.00, 0.02], [-0.02, -0.01, 0.01], [-0.01, 0.02, 0.01], [0.01, -0.03, -0.01], [-0.02, 0.00, -0.04], [0.01, -0.02, 0.03], [-0.01, -0.01, 0.01], [0.00, -0.01, 0.00], [0.01, 0.04, 0.01], [0.05, -0.07, 0.12], [-0.05, 0.22, -0.20], [0.14, -0.10, 0.17], [-0.10, 0.01, -0.02], [0.14, 0.06, -0.10], [-0.06, 0.06, 0.03], [-0.14, 0.03, 0.10], [0.04, -0.03, -0.02], [0.06, -0.15, -0.04], [-0.05, 0.08, -0.01], [0.34, 0.49, -0.27], [1.20, 0.28, -0.35], [-0.14, -0.32, 0.22], [0.13, -0.03, -0.06], [-0.17, 0.04, 0.12], [0.05, -0.26, 0.08], [0.31, 1.67, -0.27], [0.08, -0.05, -0.07], [-0.59, 2.32, -0.81], [0.01, 0.01, 0.01], [-0.02, -0.03, -0.01], [0.00, 0.02, -0.03], [0.04, -0.02, -0.02], [-0.04, 0.01, 0.00], [-0.01, 0.06, -0.05], [0.01, 0.01, -0.01], [0.00, -0.02, 0.01], [0.01, -0.02, 0.01], [0.00, 0.00, -0.02], [-0.04, -0.02, -0.05]],
  "lowdin_charge": [1.45, 0.05, -0.27, -0.02, -0.09, -0.10, -0.03, -0.08, -0.42, -0.17, 0.05, -0.15, -0.06, -0.27, -0.01, -0.05, -0.05, -0.12, -0.01, 0.06, 0.11, 0.10, 0.10, 0.11, 0.13, 0.12, 0.11, 0.11, 0.12, -0.04, -0.30, -0.15, -0.13, -0.14, 0.06, -0.26, 0.07, 0.07, -0.04, -0.30, -0.11, -0.03, 0.04, 0.02, -0.07, -0.69, 0.07, -0.15, 0.08, 0.08, 0.10, 0.16, 0.12, 0.14, 0.13, 0.12, 0.13, 0.14, 0.14],
  "e_tot_ev": -65697.676,
  "charge": 0,
  "multiplicity": 1,
  "gap_ev": 7.42
}